No. 1
The following is a DFT calculation (ωB97M-V with the def2-TZVPD basis set) of a 2-piece molecular cluster, C5H11NO2 overall in a non-equilibrium geometry.

CARTESIAN COORDINATES (ANGSTROEM)
O (-2.599, 0.919, 1.470)
C (-2.927, 0.258, 0.453)
C (-2.028, -0.338, -0.508)
C (-0.697, -0.475, -0.438)
C (-0.033, 0.212, 0.893)
C (2.124, 1.203, -0.101)
N (1.458, 0.238, 0.795)
H (-3.991, -0.045, 0.269)
H (1.412, 1.985, -0.456)
H (-2.685, -0.685, -1.322)
H (0.001, -0.069, -1.192)
H (-0.425, -1.531, -0.310)
H (-0.480, 1.249, 0.864)
H (-0.460, -0.333, 1.767)
H (2.861, 1.765, 0.492)
H (2.500, 0.549, -0.921)
H (1.720, -0.697, 0.496)
H (2.359, -2.526, -1.252)
O (1.889, -1.679, -0.999)

Results
Lowest unoccupied orbital energy ... -3.92 eV
E_HOMO ... -8.14 eV
Energy ... -10940.9302 eV
HOMO-LUMO gap ... 4.2 eV
Energy above the lowest of the compared OMol25 structures with the same formula, charge and spin ... 8.337 eV

No. 2
The following is a DFT calculation (ωB97M-V with the def2-TZVPD basis set) of C29H45ClN4O3Pt as an isolated structure in a non-equilibrium geometry.

CARTESIAN COORDINATES (ANGSTROEM)
Pt (0.389, 0.320, 1.452)
Cl (1.095, -0.813, -0.434)
C (0.520, 1.668, 5.238)
C (0.344, 1.349, 3.033)
N (0.956, 0.930, 4.170)
H (-0.856, 3.376, 5.273)
N (-0.385, 2.430, 3.401)
H (0.892, 1.499, 6.223)
C (1.928, -0.158, 4.198)
C (2.545, -0.235, 5.576)
C (1.218, -1.456, 3.894)
H (1.805, -0.477, 6.348)
H (3.286, -1.041, 5.556)
H (3.065, 0.692, 5.840)
H (3.701, -0.678, 3.142)
H (3.468, 1.082, 3.385)
H (0.943, -1.544, 2.823)
C (2.969, 0.138, 3.137)
H (0.299, -1.527, 4.487)
H (1.875, -2.302, 4.152)
H (2.538, 0.203, 2.108)
C (-0.339, 2.584, 4.756)
C (-2.626, 2.859, 2.538)
H (-3.075, 2.972, 3.532)
H (-3.176, 3.487, 1.822)
C (-1.176, 3.314, 2.547)
H (-1.147, 4.046, 0.569)
C (-1.133, 4.719, 3.128)
H (-0.104, 5.077, 3.229)
H (-2.702, 1.809, 2.231)
H (-0.685, 2.327, 0.656)
H (-1.642, 4.794, 4.094)
H (-1.654, 5.376, 2.423)
C (-0.586, 3.308, 1.158)
H (0.468, 3.607, 1.209)
C (0.713, -2.060, -6.838)
N (0.917, -1.897, -5.483)
H (-0.285, -0.671, -8.242)
N (-0.119, -0.158, -6.149)
H (1.056, -2.925, -7.381)
C (1.738, -2.778, -4.650)
C (2.091, -4.023, -5.439)
C (3.011, -2.039, -4.253)
H (2.718, -3.783, -6.306)
H (2.663, -4.695, -4.789)
H (1.195, -4.554, -5.776)
H (1.446, -3.760, -2.759)
H (-0.027, -3.578, -3.763)
H (2.777, -1.106, -3.729)
C (0.896, -3.090, -3.429)
H (3.613, -1.823, -5.145)
H (3.602, -2.680, -3.589)
H (0.652, -2.161, -2.906)
C (0.057, -0.959, -7.263)
C (0.484, 2.188, -5.892)
H (1.218, 2.170, -6.707)
H (0.061, 3.198, -5.845)
C (-0.644, 1.203, -6.181)
H (-2.117, 2.278, -5.054)
C (-1.212, 1.488, -7.557)
H (-2.000, 0.775, -7.825)
H (0.985, 1.966, -4.944)
H (-1.267, 0.980, -4.136)
H (-0.426, 1.473, -8.323)
H (-1.647, 2.495, -7.540)
C (-1.702, 1.266, -5.099)
H (-2.502, 0.563, -5.358)
C (0.399, -0.731, -5.030)
O (-2.862, 0.328, 4.453)
C (-2.220, -0.849, 4.685)
C (-1.886, -1.302, 5.974)
C (-1.613, -2.660, 6.130)
C (-1.638, -3.527, 5.022)
C (-1.865, -3.036, 3.735)
C (-2.044, -1.661, 3.552)
C (-2.417, -1.032, 2.229)
O (-3.434, -1.460, 1.696)
O (-1.703, -0.034, 1.754)
H (-2.931, 0.853, 5.277)
H (-1.915, -0.599, 6.816)
H (-1.423, -3.050, 7.134)
H (-1.483, -4.599, 5.171)
H (-1.926, -3.678, 2.856)

Results
Lowest unoccupied orbital energy (spin up / spin down) ... 3.81 / 1.54 eV
E_HOMO (spin up / spin down) ... 2.40 / -3.85 eV
Energy ... -58670.7147 eV
Charge ... -2
Spin multiplicity ... 5
HOMO-LUMO gap (spin up / spin down) ... 1.4 / 5.4 eV

No. 3
The following is a DFT calculation (ωB97M-V with the def2-TZVPD basis set) of C47H64BIN2PPt as an isolated structure.

CARTESIAN COORDINATES (ANGSTROEM)
Pt (-0.677, -0.995, -0.308)
C (-1.399, -4.723, -2.530)
C (-2.023, -3.416, -3.015)
P (-1.170, -1.859, -2.501)
C (-2.050, -0.670, -3.598)
C (-1.973, -0.783, -5.118)
C (0.540, -2.110, -3.137)
C (0.787, -2.591, -4.565)
H (-1.891, -5.577, -3.000)
H (-1.493, -4.841, -1.452)
H (-0.337, -4.779, -2.774)
H (-3.049, -3.324, -2.647)
H (-2.088, -3.428, -4.107)
H (-1.731, 0.324, -3.275)
H (-3.091, -0.746, -3.269)
H (-0.992, -0.493, -5.490)
H (-2.704, -0.112, -5.576)
H (-2.187, -1.791, -5.479)
H (0.965, -2.831, -2.432)
H (1.076, -1.180, -2.928)
H (0.175, -3.460, -4.816)
H (1.834, -2.881, -4.681)
H (0.582, -1.818, -5.303)
I (0.103, -3.411, 2.363)
C (-0.021, -2.901, 0.246)
H (0.944, -3.244, -0.129)
H (-0.756, -3.638, -0.060)
C (3.673, -3.377, 0.802)
C (3.367, -1.888, 0.942)
C (4.372, -1.253, 1.911)
C (3.366, -1.130, -0.369)
C (4.164, -1.562, -1.420)
C (4.242, -0.847, -2.605)
C (3.504, 0.309, -2.746)
C (2.672, 0.768, -1.724)
C (1.865, 2.022, -1.958)
C (2.751, 3.267, -2.017)
C (1.032, 1.883, -3.232)
C (2.608, 0.050, -0.527)
N (1.809, 0.490, 0.571)
B (0.532, -0.051, 1.061)
N (0.461, 0.538, 2.419)
C (1.500, 1.475, 2.549)
C (2.294, 1.444, 1.467)
C (-0.206, 0.154, 3.629)
C (0.573, -0.344, 4.694)
C (-0.042, -0.607, 5.915)
C (-1.399, -0.422, 6.093)
C (-2.161, 0.033, 5.033)
C (-1.588, 0.329, 3.800)
C (-2.451, 0.900, 2.699)
C (-3.878, 0.358, 2.689)
C (-2.464, 2.428, 2.794)
C (2.061, -0.637, 4.576)
C (2.438, -2.006, 5.156)
C (2.912, 0.421, 5.287)
H (3.473, -3.877, 1.751)
H (4.723, -3.552, 0.548)
H (3.060, -3.853, 0.035)
H (2.371, -1.797, 1.378)
H (5.386, -1.336, 1.506)
H (4.347, -1.767, 2.875)
H (4.156, -0.198, 2.080)
H (4.745, -2.470, -1.310)
H (4.875, -1.196, -3.413)
H (3.556, 0.867, -3.674)
H (1.180, 2.138, -1.120)
H (3.451, 3.211, -2.856)
H (3.334, 3.380, -1.101)
H (2.134, 4.160, -2.142)
H (1.667, 1.764, -4.114)
H (0.415, 2.766, -3.381)
H (0.374, 1.014, -3.159)
H (1.576, 2.102, 3.421)
H (3.173, 2.033, 1.257)
H (0.556, -0.984, 6.736)
H (-1.862, -0.639, 7.048)
H (-3.226, 0.170, 5.165)
H (-1.998, 0.607, 1.754)
H (-4.458, 0.711, 3.547)
H (-3.885, -0.734, 2.695)
H (-4.390, 0.693, 1.786)
H (-2.935, 2.743, 3.731)
H (-3.019, 2.864, 1.959)
H (-1.450, 2.834, 2.774)
H (2.316, -0.639, 3.515)
H (2.409, -1.995, 6.249)
H (3.460, -2.263, 4.865)
H (1.779, -2.793, 4.802)
H (2.696, 0.415, 6.359)
H (2.728, 1.428, 4.915)
H (3.975, 0.202, 5.157)
C (-0.648, 5.938, -1.836)
C (-1.334, 4.997, -2.601)
C (-1.571, 3.722, -2.129)
C (-1.134, 3.308, -0.841)
C (-0.433, 4.299, -0.083)
C (-0.200, 5.565, -0.565)
C (-1.297, 2.045, -0.238)
C (-1.833, 0.738, -0.587)
C (-3.234, 0.468, -0.862)
C (-3.778, -0.801, -0.530)
C (-5.067, -1.164, -0.870)
C (-5.900, -0.279, -1.549)
C (-5.410, 0.983, -1.859)
C (-4.117, 1.350, -1.517)
H (-0.464, 6.933, -2.219)
H (-1.685, 5.263, -3.592)
H (-2.088, 3.030, -2.776)
H (-0.068, 4.019, 0.899)
H (0.341, 6.275, 0.049)
H (-0.848, 2.027, 0.755)
H (-3.152, -1.496, 0.016)
H (-5.431, -2.147, -0.591)
H (-6.912, -0.561, -1.814)
H (-6.037, 1.694, -2.383)
H (-3.773, 2.323, -1.821)

Results
Lowest unoccupied orbital energy (spin up / spin down) ... 2.40 / 2.02 eV
E_HOMO (spin up / spin down) ... -2.89 / -4.57 eV
Energy ... -74073.8823 eV
Charge ... -1
Spin multiplicity ... 3
HOMO-LUMO gap (spin up / spin down) ... 5.3 / 6.6 eV
Energy above the lowest of the compared OMol25 structures with the same formula, charge and spin ... 0.764 eV

No. 4
The following is a DFT calculation (ωB97M-V with the def2-TZVPD basis set) of one molecule with the formula C20H24N4O2 in a non-equilibrium geometry.

CARTESIAN COORDINATES (ANGSTROEM)
C (4.174, -1.362, 1.867)
C (3.088, -0.667, 1.037)
C (2.878, 0.797, 1.452)
C (4.002, 1.714, 0.987)
C (4.144, 1.569, -0.522)
C (4.442, 0.115, -0.859)
N (3.385, -0.763, -0.381)
C (2.831, -1.608, -1.274)
O (3.160, -1.612, -2.448)
C (1.768, -2.610, -0.826)
C (0.389, -2.150, -1.327)
C (-0.132, -1.004, -0.549)
N (0.296, 0.213, -0.520)
N (-0.483, 0.890, 0.355)
C (-1.352, 0.056, 0.817)
C (-2.454, 0.331, 1.770)
C (-3.768, 0.166, 1.068)
C (-4.761, -0.721, 1.360)
N (-5.794, -0.574, 0.474)
C (-5.480, 0.411, -0.417)
C (-6.194, 0.918, -1.496)
C (-5.606, 1.924, -2.231)
C (-4.339, 2.419, -1.907)
C (-3.627, 1.926, -0.838)
C (-4.199, 0.906, -0.077)
O (-1.186, -1.178, 0.287)
H (5.122, -0.839, 1.794)
H (3.878, -1.390, 2.913)
H (4.316, -2.382, 1.517)
H (2.142, -1.179, 1.228)
H (2.773, 0.837, 2.538)
H (1.947, 1.147, 1.005)
H (4.943, 1.452, 1.477)
H (3.763, 2.745, 1.253)
H (4.948, 2.200, -0.902)
H (3.210, 1.863, -1.004)
H (4.509, -0.030, -1.938)
H (5.394, -0.186, -0.406)
H (2.010, -3.544, -1.337)
H (1.753, -2.801, 0.245)
H (-0.331, -2.967, -1.249)
H (0.492, -1.855, -2.373)
H (-2.396, -0.364, 2.610)
H (-2.330, 1.353, 2.131)
H (-4.811, -1.450, 2.146)
H (-6.648, -1.105, 0.482)
H (-7.172, 0.534, -1.748)
H (-6.132, 2.340, -3.078)
H (-3.916, 3.206, -2.513)
H (-2.647, 2.307, -0.593)

Results
Lowest unoccupied orbital energy ... 0.62 eV
E_HOMO ... -8.13 eV
Energy ... -31185.7799 eV
HOMO-LUMO gap ... 8.7 eV
Energy above the lowest of the compared OMol25 structures with the same formula, charge and spin ... 1.468 eV
SMILES string ... C[C@H]1CCCCN1C(=O)CCc1nnc(Cc2c[nH]c3ccccc23)o1